Entry 1:
ORCA calculation (ωB97M-V/def2-TZVPD) on a 11-piece molecular cluster, C5H32NO10 overall in a non-equilibrium geometry.

```
! RIJCOSX wB97M-V def2-TZVPD def2/J DEFGRID3
* xyz 1 1
C 2.0488 -0.2141 1.7293
C 0.6005 -0.6802 1.8039
C 0.7056 -2.1292 1.2896
C 0.2419 -2.3991 0.0681
C 0.9754 -3.2714 2.1227
N 2.4674 -0.0136 0.2352
H 2.2718 0.8351 2.1519
H 2.7797 -0.8363 2.1160
H -0.2343 -0.0643 1.4287
H 0.3653 -0.5884 2.8664
H -0.0318 -1.7670 -0.7476
H 0.3678 -3.4189 -0.2667
H 0.9362 -4.2806 1.7230
H 2.0217 -3.2375 2.4847
H 0.3920 -3.3815 3.0253
H 2.6921 -0.8820 -0.2639
H 1.5727 0.1829 -0.2775
H 3.1909 0.6756 0.1059
H 2.1879 -1.5012 -2.3286
H 3.4951 -2.3417 -1.9496
O 3.0230 -1.4994 -1.8623
H 1.7752 2.4090 -2.5223
H 0.7221 1.3703 -2.1322
O 1.5794 1.7464 -1.8752
H -1.4060 0.6470 -2.4608
H -0.2015 0.3960 -3.5043
O -0.4740 0.1743 -2.6132
H -2.0488 -1.7611 0.5305
H -3.5429 -1.7946 1.0217
O -2.6425 -1.4981 1.2961
H -2.5069 3.3427 0.4093
H -1.3660 3.6365 -0.5846
O -2.3565 3.5352 -0.5053
H -1.2769 2.9532 2.8400
H -1.6252 1.9718 1.9417
O -0.8517 2.5566 2.0837
H -3.4591 0.9967 2.4557
H -3.0027 0.2367 1.3046
O -3.1339 1.1389 1.5314
H -2.5481 2.4185 -2.6560
H -2.6077 1.6236 -1.2935
O -2.6808 1.5494 -2.2867
H 0.1095 -3.1887 -2.7019
H -0.0027 -1.4876 -2.9131
O 0.5310 -2.2941 -2.7500
H 0.0611 3.3084 0.7611
H 0.6709 3.1071 -0.7476
O 0.2149 3.7189 -0.0834
*
```

Here are the Löwdin charges for atoms 1 to 8, given in e: C -0.10; C -0.12; C -0.36; C 0.02; C -0.07; N 0.17; H 0.16; H 0.10

Entry 2:
ORCA calculation (ωB97M-V/def2-TZVPD) on a 12-piece molecular cluster, C5H32NO12S overall in a non-equilibrium geometry.

```
! RIJCOSX wB97M-V def2-TZVPD def2/J DEFGRID3
* xyz -1 1
C 0.9351 -0.1295 -0.8285
N 0.5565 -1.2849 0.0625
C -0.7503 -1.7176 0.2596
C -1.2419 -2.9397 -0.4544
S -0.9953 -2.7268 -2.3504
C -1.9537 -0.7096 0.1938
O -1.7301 0.4699 0.0975
C 2.4436 -0.4415 -1.2128
H 0.7858 0.7658 -0.2609
H 0.3265 -0.1999 -1.6743
H 1.1437 -2.2080 -0.2075
H -0.6977 -1.9418 1.4185
H -0.5215 -3.8255 -0.2437
H -2.2926 -3.0569 -0.2148
H -2.9246 -1.2568 0.0075
H 2.6465 0.5838 -1.4706
H 3.0039 -0.8175 -0.4015
H 2.5527 -1.0301 -2.1270
H -2.3912 2.7557 -1.7574
H -3.6554 3.3010 -0.9745
O -3.2684 3.1671 -1.8165
H 1.5397 2.2286 2.1188
H 1.3651 2.5000 0.7792
O 0.9478 2.4880 1.4890
H 0.4677 0.2437 3.4465
H -0.4241 1.4240 3.2063
O -0.2140 0.8645 3.8105
H -0.1652 4.3427 1.4373
H -1.1048 3.1840 2.2416
O -1.1017 4.0272 1.6203
H 1.2096 -4.0909 -2.3814
H 1.8691 -2.8882 -1.9454
O 2.1496 -3.7091 -2.2683
H 1.1917 -0.7908 1.5085
H 2.3601 -0.8694 2.6910
O 1.6052 -0.4341 2.3877
H -0.8686 2.9808 -0.2819
H -1.0571 3.8706 -1.6722
O -0.7565 3.0493 -1.2014
H 1.2286 3.0516 -1.7283
H 1.8712 2.0019 -0.8491
O 1.9266 2.9336 -1.0092
H -1.2327 1.0105 -3.0709
H -0.9030 -0.0381 -4.2525
O -0.7597 0.9071 -3.7900
H -2.6914 -1.4101 3.8364
H -1.9538 -0.2166 3.1523
O -2.8384 -0.6144 3.3150
H 1.8090 -4.0435 -0.1120
H 1.2677 -4.8178 0.8763
O 1.2908 -3.9421 0.6011
*
```

Here are the Löwdin charges for atoms 1 to 8, given in e: C -0.20; N -0.09; C -0.48; C -0.59; S 0.25; C -0.20; O 0.05; C -0.03

Entry 3:
ORCA calculation (ωB97M-V/def2-TZVPD) on a 11-piece molecular cluster, C5H32O11 overall in a non-equilibrium geometry.

As for the SMILES: CO.CO.CO.CO.CO.O.O.O.O.O.O.

```
! RIJCOSX wB97M-V def2-TZVPD def2/J DEFGRID3
* xyz 0 1
C -8.9615 5.3844 -4.2789
O -8.3068 5.8807 -5.4447
H -9.2742 6.2557 -3.7034
H -9.8346 4.7726 -4.5059
H -8.2444 4.8341 -3.6698
H -7.9109 6.7305 -5.2380
C -7.1449 2.1295 -4.7996
O -5.7135 2.1155 -4.7612
H -7.5333 2.8149 -4.0464
H -7.6040 2.6016 -5.6682
H -7.4964 1.1000 -4.7304
H -5.4224 2.3897 -3.8885
C -13.2801 3.8759 -5.5133
O -11.9923 3.8727 -6.1397
H -14.0448 3.2749 -6.0053
H -13.1676 3.4072 -4.5357
H -13.5956 4.8737 -5.2082
H -11.4751 3.1489 -5.7789
C -7.5124 7.8666 -8.9100
O -8.5167 6.8278 -8.6222
H -7.2286 8.4968 -8.0671
H -6.5696 7.4416 -9.2542
H -8.0903 8.4415 -9.6337
H -8.1109 6.2047 -8.0150
C -7.4615 1.8901 -9.7463
O -7.5494 2.4771 -11.0941
H -8.1338 2.3083 -8.9971
H -7.5341 0.8039 -9.6920
H -6.4689 2.0277 -9.3176
H -7.4741 3.4309 -11.0149
O -9.1055 4.0480 -7.3007
H -9.0799 4.7854 -6.6910
H -9.6295 3.3840 -6.8526
O -6.2673 4.8098 -7.5450
H -6.4301 5.0770 -6.6404
H -6.9725 4.1938 -7.7439
O -10.3199 4.7710 -9.5215
H -10.0189 5.6650 -9.6838
H -9.8842 4.5149 -8.7086
O -10.6047 1.5388 -5.8121
H -11.4115 1.1307 -6.1263
H -10.0945 0.8142 -5.4501
O -12.8032 2.0294 -8.1498
H -13.3069 1.9388 -7.3409
H -12.2958 2.8318 -8.0280
O -12.2575 6.7176 -6.6611
H -11.8881 5.8349 -6.6841
H -12.1578 7.0430 -7.5557
*
```

Here are the Löwdin charges for atoms 1 to 8, given in e: C -0.10; O -0.14; H 0.09; H 0.08; H 0.07; H 0.11; C -0.15; O -0.10

Entry 4:
ORCA calculation (ωB97M-V/def2-TZVPD) on a 10-piece molecular cluster, C5H33N3O9 overall in a non-equilibrium geometry.

As for the SMILES: CNC[C@H](N)CCN.O.O.O.O.O.O.O.O.O.

```
! RIJCOSX wB97M-V def2-TZVPD def2/J DEFGRID3
* xyz 0 1
C 1.7666 2.2639 1.3400
N 0.3686 2.1713 0.8967
C -0.0348 0.8620 0.4284
C -1.5108 0.9241 -0.0958
N -2.1527 -0.2635 0.4660
C -1.6185 0.9755 -1.6545
C -0.9000 -0.0802 -2.4097
N -1.5062 -1.4395 -2.3894
H 2.5058 1.6618 0.7949
H 2.1846 3.2549 1.0738
H 1.8912 1.9871 2.3833
H 0.3674 2.9003 0.1920
H 0.5436 0.2572 -0.2786
H -0.0711 0.2607 1.3513
H -2.0507 1.7529 0.3148
H -1.9294 -1.1998 0.1605
H -3.1501 -0.1838 0.6009
H -1.5437 1.9916 -2.0577
H -2.6477 0.9914 -2.0553
H 0.1882 -0.2209 -2.2363
H -0.8224 0.1292 -3.4731
H -2.5131 -1.4779 -2.4268
H -1.1132 -1.9332 -3.1835
O -2.2804 -2.8131 2.0804
H -1.5292 -3.3934 2.0065
H -2.5934 -2.5582 2.9497
O 0.5083 -2.8514 2.3858
H 0.3104 -2.2702 1.6402
H 0.2936 -2.3307 3.1748
O 0.3648 -2.3471 -0.4593
H -0.1629 -2.3176 -1.2721
H 1.2834 -2.0910 -0.5998
O 2.6789 -3.6903 -0.1410
H 2.6992 -3.8497 0.8131
H 1.6959 -3.6978 -0.2146
O -0.3604 1.3971 4.5644
H -1.2074 0.9392 4.5184
H -0.4364 2.0159 3.8236
O 2.7070 -0.8969 -2.1088
H 3.3908 -1.4051 -2.5778
H 3.2046 -0.7565 -1.2696
O 0.2928 3.8785 -1.9649
H 0.5671 2.9893 -1.7708
H -0.3151 4.1682 -2.6540
O 3.8564 -1.1056 0.3389
H 3.7609 -0.7025 1.2013
H 3.6456 -2.0633 0.4981
O -3.0454 3.5624 -1.1783
H -2.1131 3.6389 -0.9709
H -3.4678 2.9659 -0.5551
*
```

Here are the Löwdin charges for atoms 1 to 8, given in e: C -0.13; N -0.10; C -0.20; C -0.33; N 0.04; C -0.18; C -0.27; N -0.02

Entry 5:
ORCA calculation (ωB97M-V/def2-TZVPD) on a 11-piece molecular cluster, C5H34N2O10S overall in a non-equilibrium geometry.

As for the SMILES: CN[C@H](CN)CCS.O.O.O.O.O.O.O.O.O.O.

```
! RIJCOSX wB97M-V def2-TZVPD def2/J DEFGRID3
* xyz 0 1
C -1.6773 -1.7235 2.0993
N -0.7464 -0.7673 1.5609
C -1.2051 0.1632 0.4712
C -0.3656 0.1201 -0.7917
N -0.4715 -1.2332 -1.3683
C -1.2980 1.5895 1.0161
C -2.1986 1.6078 2.2540
S -3.8920 1.5365 1.8641
H -2.1085 -2.5300 1.4920
H -2.4704 -1.1322 2.6151
H -1.1173 -2.2597 2.9157
H 0.0810 -1.3379 1.1549
H -2.2385 -0.2397 0.2350
H 0.6784 0.3283 -0.5219
H -0.7039 1.0315 -1.3593
H 0.3665 -1.5747 -1.7905
H -1.2793 -1.2393 -1.9716
H -1.5649 2.2442 0.1884
H -0.3226 2.0426 1.2439
H -1.8874 0.7381 2.8496
H -2.0336 2.5549 2.7767
H -3.9591 2.4919 0.9091
O 2.7137 -1.1675 -1.0344
H 3.5348 -0.7467 -1.3061
H 3.0067 -1.4333 -0.1289
O 0.5006 0.8907 3.5568
H 0.0395 0.5556 2.7619
H -0.0414 0.7786 4.3341
O -3.3058 -0.9045 -1.9986
H -3.5080 -0.0187 -1.6633
H -4.1146 -1.3841 -1.7506
O 1.6406 1.7395 -3.3762
H 2.0943 1.7739 -2.5257
H 0.8685 2.3133 -3.2269
O 1.1681 -3.0847 0.3840
H 1.6130 -2.8112 -0.4402
H 0.2499 -2.7562 0.2778
O -1.8893 1.0895 -2.8580
H -1.6376 1.6865 -3.5793
H -1.2510 0.3809 -3.1774
O 3.8136 -2.0479 1.2316
H 3.1747 -2.7754 1.2813
H 3.8142 -1.5528 2.0543
O 2.7314 1.7135 -0.8285
H 2.9741 0.8719 -0.4755
H 2.8374 2.4697 -0.2583
O 0.3666 -0.5346 -3.7680
H 0.9286 -0.5125 -4.5466
H 0.6871 0.1223 -3.1632
O 2.7814 0.8927 1.8439
H 1.8192 0.8024 1.7644
H 2.8036 1.2380 2.7730
*
```

Here are the Löwdin charges for atoms 1 to 8, given in e: C -0.13; N -0.12; C -0.36; C -0.24; N 0.04; C -0.24; C -0.63; S 0.73

no.,HOMO level (eV),HOMO-LUMO gap (eV)
1,-12.927,10.3
2,-3.880,6.4
3,-9.861,9.7
4,-8.394,8.7
5,-8.738,9.1